# 1
An isolated ion of composition C5H12N3S and charge +1 in a non-equilibrium geometry, computed with ωB97M-V/def2-TZVPD.

Output
Total charge   +1
Kohn-Sham gap   0.3434 Eh
Highest occupied orbital energy   -13.920 eV

```
21
Properties=species:S:1:pos:R:3:nbo_charge:R:1
H -1.78 -2.43 0.27 0.140
N 1.08 -1.29 0.46 -0.600
H -0.82 1.63 0.44 0.279
H -2.45 2.53 -1.24 0.247
H 0.72 -2.13 0.93 0.400
H 2.33 0.53 1.30 0.248
C -1.02 -0.41 -0.36 0.225
S -2.25 -1.23 0.65 0.206
H 2.70 -0.97 1.68 0.206
C -2.60 1.62 -0.66 -0.587
C 1.82 -0.44 1.41 -0.452
C -1.12 1.04 -0.42 -0.526
N -0.48 -0.91 -1.45 -0.079
H -0.44 1.37 -1.22 0.239
H 2.28 -0.68 -1.05 0.251
H 1.08 -0.38 2.31 0.223
H -3.08 1.97 0.29 0.235
C 1.59 -1.53 -0.86 -0.146
H -3.09 0.73 -1.14 0.223
N 0.51 -1.47 -1.80 0.027
H 1.98 -2.54 -1.05 0.240
```

# 2
A 2-piece molecular cluster, C17H19N overall in a non-equilibrium geometry, computed with ωB97M-V/def2-TZVPD.

Output
Kohn-Sham gap   0.3144 Eh
Highest occupied orbital energy   -7.606 eV
SMILES string   CCc1c[nH]c2ccccc12.Cc1ccccc1

```
37
Properties=species:S:1:pos:R:3:nbo_charge:R:1
C 2.45 -1.04 -1.20 0.199
H -2.31 -2.95 -0.59 0.197
H -1.08 -2.52 0.50 0.194
H 0.54 3.03 -1.16 0.222
H -2.11 -1.37 -2.03 0.231
H -2.36 0.98 3.80 0.212
H 3.05 -1.18 -3.22 0.393
C -0.05 1.55 1.42 -0.210
H 0.72 -1.06 -4.04 0.213
C -1.80 -2.07 -0.17 -0.590
C 0.88 -1.26 0.70 -0.188
C -2.76 1.36 1.65 -0.215
H 0.22 0.74 3.45 0.226
H -2.92 2.17 -0.31 0.209
H 0.06 -1.78 1.12 0.211
H -1.12 3.17 -1.48 0.217
H -0.63 1.66 -1.82 0.222
N 2.37 -0.94 -2.63 -0.552
H -1.52 -0.23 -1.27 0.225
H 1.65 -0.57 2.52 0.199
C -0.54 1.24 2.67 -0.224
H 4.39 -0.33 -0.73 0.218
C 0.99 -1.18 -2.93 -0.013
C 1.12 -1.27 -0.72 -0.097
C -0.86 1.95 0.33 -0.015
H 3.86 -0.26 1.80 0.221
H -3.81 1.24 1.72 0.212
C 3.27 -0.60 0.92 -0.222
C -0.47 2.50 -1.04 -0.639
C 0.24 -1.45 -1.78 -0.103
C -2.23 1.71 0.45 -0.226
C 1.90 -0.74 1.48 -0.213
H 1.05 1.85 1.22 0.223
C 3.47 -0.66 -0.43 -0.280
C -1.22 -1.29 -1.39 -0.454
H -2.48 -1.61 0.45 0.217
C -1.93 1.22 2.76 -0.221
```

# 3
C52H44N6O5P2RuS4 as an isolated structure in a non-equilibrium geometry, computed with ωB97M-V/def2-TZVPD.

Output
Spin multiplicity   5
Kohn-Sham gap (spin up / spin down)   0.2710 / 0.2315 Eh
Highest occupied orbital energy (spin up / spin down)   -7.782 / -7.726 eV

```
114
Properties=species:S:1:pos:R:3:mulliken_spin:R:1
H 3.30 -1.02 -0.88 -0.006
C 2.59 3.11 -2.04 0.005
C -3.24 -1.75 3.10 0.006
H -6.65 0.00 2.78 0.000
C -1.54 3.96 4.72 0.003
S -1.25 -1.83 -1.79 0.040
H -4.42 2.46 -2.65 -0.003
H -4.04 5.19 1.72 0.000
C 7.42 -7.83 2.84 0.001
C -2.62 3.30 -0.69 0.007
C 1.02 2.48 -0.28 -0.071
O 2.73 -3.04 -3.39 0.003
C -0.20 -1.76 -4.39 -0.017
H -3.58 6.95 0.06 0.000
H 0.07 4.83 0.91 0.000
C -3.57 4.93 0.78 -0.002
C 3.89 -2.86 0.05 -0.001
H 2.41 5.58 -0.90 0.000
H 3.64 1.28 -1.52 0.000
H 0.12 4.53 3.50 0.000
C -2.64 1.92 4.12 0.010
H -2.27 -2.22 3.20 -0.001
H -6.65 1.50 -3.11 0.000
H -6.48 -2.13 4.00 0.000
C 4.30 -5.06 1.19 0.002
S -0.22 -0.83 2.40 0.226
H -4.29 -3.27 4.18 0.000
C -1.78 1.78 3.03 0.014
H -3.20 3.13 5.78 0.000
H -3.40 1.17 4.32 0.000
H 8.37 -8.22 3.16 0.000
Ru 0.17 -0.45 -0.32 2.826
C -3.34 -0.54 2.44 0.030
C 2.06 -4.11 0.94 -0.013
H 6.24 -4.21 0.96 0.000
O 2.80 0.08 1.50 0.004
C -1.46 0.59 0.24 0.710
H 3.29 1.45 -3.23 -0.001
C -3.31 5.92 -0.16 0.000
H 6.36 -9.55 3.55 0.000
C -5.70 -0.50 2.86 0.000
H -2.33 -1.64 -4.62 -0.001
O 4.16 4.22 0.41 0.001
C 1.02 -1.79 -5.03 0.003
H 1.71 5.19 1.50 0.000
C 1.58 4.92 -0.63 0.001
C -1.27 -1.63 -6.50 0.002
H 8.26 -6.04 2.01 0.000
C -1.38 -1.69 -5.12 0.003
H -2.17 -1.53 -7.10 0.000
N 1.36 1.29 0.25 0.014
C -5.60 -1.70 3.54 0.002
H 1.66 -4.99 1.42 0.000
N 5.67 -4.99 1.25 0.001
N 3.35 2.23 1.07 0.002
O -0.14 2.75 -0.59 0.023
C -0.66 3.80 3.66 -0.001
C 4.93 -6.90 2.08 -0.001
H 1.99 1.02 -2.13 0.030
C -5.45 -0.88 -1.03 0.004
C 2.98 -1.89 -0.32 0.008
C -4.72 1.52 -2.19 0.006
C -6.34 -0.21 -1.85 0.001
C -5.97 0.99 -2.44 0.002
H -2.54 6.36 -2.10 0.000
N 3.84 -6.19 1.67 0.001
N 1.68 -1.99 -0.06 0.067
H -3.44 2.84 1.23 0.009
N 1.17 -1.31 -2.54 0.048
C -3.23 3.62 0.51 -0.008
C -0.78 2.72 2.82 -0.013
C 0.99 5.36 0.71 0.000
C -2.73 5.59 -1.37 0.004
S -1.21 1.32 -2.77 0.041
C 5.02 -8.15 2.69 0.001
H 0.76 6.43 0.68 0.000
H 2.10 -1.76 -6.88 0.000
C 3.43 -4.00 0.71 0.000
C -0.03 -1.62 -2.94 0.021
H 4.13 -8.73 2.85 0.000
H -3.48 -0.90 -0.19 -0.009
C 6.11 -6.14 1.84 0.001
H 3.49 3.69 -2.24 0.000
S 2.27 -1.73 -3.74 0.008
C -3.83 0.86 -1.34 -0.008
O 3.27 -0.74 -3.98 0.000
C -4.20 -0.36 -0.80 0.073
C -0.04 -1.66 -7.14 -0.001
H -4.66 1.03 1.78 0.003
H -7.32 -0.62 -2.04 0.000
H 1.81 3.41 -2.74 0.001
C -2.52 3.02 4.95 0.001
P -2.16 1.57 -1.06 -0.001
H 0.01 -1.60 -8.21 0.000
C 1.23 -3.09 0.54 -0.011
H -1.45 4.82 5.37 0.000
H 4.93 -2.72 -0.18 0.001
C -2.37 4.28 -1.63 0.005
C -4.57 0.09 2.30 -0.005
H 0.81 4.99 -1.40 -0.001
C 2.11 3.48 -0.61 0.009
H 0.15 -3.15 0.70 0.005
C 2.89 1.63 -2.23 -0.033
H -5.73 -1.82 -0.58 0.001
C 1.14 -1.75 -6.40 0.000
C 7.36 -6.61 2.20 -0.001
P -1.79 0.31 1.93 -0.103
H 4.14 2.10 1.69 0.000
C 2.51 1.12 0.95 0.016
H -0.11 2.58 1.98 0.017
C 6.27 -8.59 3.07 0.000
C -4.37 -2.34 3.65 0.002
H -1.90 4.01 -2.57 -0.006
C 3.30 3.38 0.33 -0.003
```